Record 1
175
Properties=species:S:1:pos:R:3:forces:R:3:mulliken_charge:R:1 method="wB97M-V/def2-TZVPD" molar_mass_g_mol=1074.48 smiles="CCCCCCCC[C@H](CCF)OCCN(CCCCN(CCCC)C(=S)SCCC)CC(=O)O.CN(C)P(=O)(N(C)C)N(C)C.CN(C)P(=O)(N(C)C)N(C)C.CN(C)P(=O)(N(C)C)N(C)C" energy_ev=-129307.733 gap_ev=6.91 lumo_ev=-0.97 charge=0
C -2.46227 4.25588 2.02890 -0.108 0.293 0.343 -0.898
C -1.20608 4.98264 1.22340 0.057 -0.538 0.516 0.142
C -0.37227 3.89603 0.30190 0.860 0.639 0.157 -0.553
C -0.12424 4.44473 -1.25270 -0.188 -0.613 0.780 -0.486
C -1.54397 4.44918 -2.10100 -0.246 0.494 0.705 -0.115
C -1.56583 5.49735 -3.36383 -0.140 -0.264 -0.214 -0.710
C -0.55231 5.11166 -4.59678 1.732 -0.372 0.900 -0.643
C -0.32786 3.45817 -4.70977 -0.853 0.811 0.622 0.214
C 0.27084 3.01384 -6.16061 -1.780 2.117 -0.373 0.331
C -1.02870 2.61913 -7.13723 0.589 0.002 -0.819 -0.439
C -1.97494 3.90896 -7.50619 -0.138 -0.941 1.256 -0.100
F -3.10391 3.41329 -8.35632 2.480 1.189 1.447 -0.349
O 1.36508 2.07316 -6.19002 -1.364 -0.228 1.152 -0.429
C 1.29350 0.93985 -5.29230 0.986 -1.815 0.632 -0.156
C 0.28764 -0.28251 -5.71471 0.216 -1.218 -0.244 -0.345
N -0.45621 -0.91229 -4.52047 0.350 1.199 -0.151 0.255
C 0.50936 -1.48776 -3.50901 0.332 -0.254 0.048 -0.693
C -0.05752 -2.77108 -2.65754 0.150 -0.158 0.879 -0.405
C 0.47682 -4.23482 -3.17249 0.353 -0.363 0.732 -0.335
C -0.66047 -5.17160 -3.89614 1.483 -1.037 0.908 -0.871
N -1.48376 -4.46440 -4.95803 -1.874 -2.915 -0.245 0.649
C -0.98310 -4.84863 -6.33268 0.474 1.242 -1.565 -0.483
C 0.61577 -4.43428 -6.59065 -0.410 -0.181 -0.890 -0.067
C 1.62622 -5.73206 -6.59874 -0.108 1.443 -0.006 0.040
C 2.97376 -5.28613 -7.47506 -0.955 -0.902 0.690 -1.005
C -2.92797 -4.84856 -4.72534 0.282 2.385 1.144 -0.200
S -3.70838 -4.08392 -3.38444 1.475 -2.002 -2.482 -0.156
S -3.93408 -6.08707 -5.70524 0.483 1.031 0.068 -0.072
C -4.13765 -5.58722 -7.49844 -0.167 0.340 -1.502 -0.512
C -4.42966 -3.99413 -7.75069 -0.820 0.249 -0.688 -0.342
C -5.55451 -3.32669 -6.76143 -0.124 0.888 0.229 -0.687
C -1.44789 0.05267 -3.91305 -0.829 0.178 0.179 0.359
C -2.85706 -0.67098 -3.40094 -1.982 -1.603 3.936 -0.007
O -3.14342 -0.96923 -2.13124 1.683 1.983 -7.931 -0.599
O -3.84968 -0.95615 -4.48870 1.453 0.492 4.282 -0.423
H -2.41521 4.49628 3.19333 -0.165 -0.306 -2.589 0.177
H -3.48366 4.66736 1.59495 2.047 -1.043 1.015 0.231
H -2.43521 3.07477 1.95324 -0.035 2.490 -0.092 0.289
H -0.48125 5.43932 2.04840 -1.549 -0.873 -1.931 -0.175
H -1.59480 5.86278 0.54439 0.721 -1.753 1.436 0.308
H -0.87258 2.82751 0.33217 0.900 2.229 -0.261 0.237
H 0.70282 3.79083 0.80520 -2.251 0.048 -1.159 0.274
H 0.70140 3.74503 -1.70405 -1.650 1.333 0.551 0.215
H 0.34932 5.52271 -1.17613 -1.117 -2.046 -0.244 0.189
H -2.36967 4.83911 -1.33415 1.710 -0.813 -1.663 0.313
H -1.89889 3.35851 -2.40634 0.979 2.273 0.623 -0.009
H -2.66556 5.50987 -3.81293 2.222 0.202 1.125 0.246
H -1.25367 6.55767 -2.91848 -0.920 -2.199 -1.163 0.343
H 0.52289 5.53375 -4.29617 -2.231 -0.797 -0.777 0.320
H -0.81286 5.60898 -5.62359 0.201 -0.984 2.023 0.303
H 0.34548 3.18066 -3.78321 -1.303 0.380 -2.071 -0.265
H -1.41263 2.99820 -4.51929 2.444 0.682 -0.546 -0.009
H 0.68149 4.02275 -6.65522 -0.505 -2.328 1.057 0.333
H -1.71208 1.79455 -6.66615 1.307 1.581 -0.906 -0.036
H -0.54086 2.22084 -8.13839 -1.181 0.663 1.967 0.410
H -1.34877 4.76708 -8.02825 -1.666 -1.851 0.809 0.259
H -2.48470 4.27923 -6.49256 1.047 -0.576 -2.458 0.041
H 1.09621 1.16844 -4.15637 0.188 0.125 -2.267 -0.030
H 2.38736 0.45271 -5.30032 -2.348 1.361 -0.090 0.252
H 0.95140 -1.17687 -6.14610 -1.447 2.005 0.833 0.114
H -0.48832 -0.03659 -6.55130 1.468 -0.161 1.679 0.297
H 1.45628 -1.86644 -4.10994 -1.856 0.861 1.254 0.331
H 0.84409 -0.60500 -2.79555 -0.471 -1.882 -1.059 0.382
H -1.22578 -2.83780 -2.58506 2.211 0.474 -0.330 0.035
H 0.33184 -2.63225 -1.53793 -0.815 -0.292 -2.445 0.406
H 0.81291 -4.82578 -2.19147 -0.685 1.103 -2.192 0.085
H 1.45756 -4.13431 -3.82334 -2.052 -0.158 1.174 0.137
H -1.30757 -5.66373 -3.03664 1.058 1.346 -1.936 0.467
H -0.13097 -6.08866 -4.44698 -0.928 1.839 1.302 0.152
H -1.59082 -4.19527 -7.11403 1.114 -1.454 1.731 -0.303
H -1.13547 -5.97226 -6.62188 0.232 1.830 0.795 0.438
H 0.96681 -3.57369 -5.87245 -0.762 -1.818 -1.278 -0.350
H 0.66498 -3.97613 -7.68987 -0.189 -0.951 2.315 0.545
H 1.89950 -5.96911 -5.48501 -0.349 0.190 -2.163 -0.088
H 1.03826 -6.62442 -7.07588 1.341 1.574 0.862 0.286
H 3.43384 -4.34425 -6.94491 -0.749 -1.893 -1.220 0.242
H 2.61098 -5.03001 -8.57059 0.980 -0.502 2.268 0.282
H 3.72537 -6.20426 -7.46959 -1.422 2.180 -0.172 0.325
H -3.23172 -6.02576 -8.10511 -1.722 1.224 1.049 0.276
H -5.10041 -6.16821 -7.89919 2.046 1.099 1.282 0.352
H -4.87169 -3.90943 -8.85653 1.085 -0.211 2.305 0.383
H -3.48272 -3.30673 -7.73369 -1.609 -1.607 0.159 0.163
H -6.67099 -3.52750 -7.08147 2.346 0.213 0.438 0.311
H -5.38652 -2.14880 -6.79938 -0.434 -2.512 0.036 0.178
H -5.46391 -3.62952 -5.63480 0.057 0.384 -2.224 0.112
H -1.76968 0.85547 -4.70065 0.581 -1.679 1.412 -0.210
H -1.01080 0.62408 -2.98094 -0.946 -1.151 -1.556 0.114
H -4.65941 -1.27898 -3.95548 1.774 0.537 -1.091 0.406
O -1.54789 7.49493 4.44573 -1.884 -3.092 1.347 -0.883
P -1.35739 7.65014 5.97441 4.201 5.393 -2.612 0.707
N -1.86533 9.28633 5.94501 -0.907 1.740 0.241 0.196
C -1.24045 10.26113 5.05745 0.229 -0.073 -0.286 -1.019
C -3.32309 9.40476 5.79732 0.173 -0.234 0.427 -1.220
N 0.33256 7.47807 5.94931 1.325 -1.481 -0.725 0.622
C 1.30400 8.53566 6.15426 -0.035 -0.094 0.916 -1.097
C 0.87934 6.50333 5.00468 -0.376 -0.044 -0.299 -1.159
N -1.13838 7.82859 7.73185 -2.051 -1.490 1.277 0.090
C -1.79952 6.72678 8.43496 0.416 -0.462 0.376 -1.014
C -1.30395 9.05618 8.50495 -0.434 0.560 -0.194 -0.973
H -1.68994 11.25281 5.19042 -0.206 -0.253 0.120 0.388
H -1.33353 9.98980 4.00101 0.011 0.043 -0.042 0.265
H -0.18896 10.40073 5.29205 0.075 -0.188 -0.019 0.275
H -3.83130 8.73920 6.50342 -0.005 -0.098 -0.011 0.341
H -3.65129 9.13829 4.78772 -0.019 -0.030 -0.030 0.316
H -3.66309 10.42076 6.02306 0.192 -0.029 -0.018 0.356
H 1.50365 9.08761 5.23015 -0.024 -0.006 -0.112 0.386
H 2.25777 8.11918 6.50076 -0.087 -0.091 -0.089 0.304
H 1.00250 9.24574 6.92464 -0.190 -0.038 -0.085 0.231
H 0.95043 6.92226 3.99484 0.018 -0.072 -0.138 0.315
H 0.24949 5.60786 4.96444 0.071 0.242 -0.087 0.216
H 1.87676 6.16613 5.30892 -0.087 0.250 0.185 0.420
H -2.88720 6.84456 8.41118 -0.058 -0.075 0.224 0.306
H -1.47137 6.65797 9.47770 -0.035 0.101 -0.124 0.353
H -1.55186 5.77106 7.96109 0.022 0.006 -0.095 0.298
H -2.35463 9.35687 8.58176 0.045 0.169 0.102 0.327
H -0.72903 9.89071 8.09526 -0.253 -0.264 -0.201 0.290
H -0.92368 8.91752 9.52388 -0.062 -0.523 -0.090 0.361
O 2.62722 -7.44984 -0.65970 -3.254 2.106 -0.270 -0.901
P 1.53710 -8.54809 -0.71178 6.214 -3.951 -0.226 0.775
N 2.18116 -9.35445 0.65604 0.320 -0.827 1.727 0.182
C 3.58199 -9.75829 0.71145 0.291 0.103 -0.234 -1.044
C 1.85962 -8.65294 1.90720 -0.404 -0.180 -0.262 -1.210
N 2.05099 -9.22226 -2.18404 0.279 0.786 -1.924 0.356
C 2.73095 -10.49241 -2.35306 -0.781 -0.495 -0.036 -1.066
C 2.52517 -8.28677 -3.20455 0.114 0.354 0.260 -0.715
N 0.28384 -9.81070 -0.77164 -2.463 1.205 0.775 0.093
C -1.04252 -9.19761 -0.87325 -0.375 -0.189 -0.546 -0.943
C 0.20062 -10.98963 0.08585 0.259 -0.060 0.688 -0.977
H 3.80260 -10.26936 1.65660 -0.293 0.193 0.017 0.389
H 4.26892 -8.91085 0.62031 0.055 -0.013 0.017 0.275
H 3.82001 -10.48670 -0.05856 -0.051 0.100 -0.168 0.276
H 0.79475 -8.39794 1.93634 -0.042 0.074 -0.051 0.335
H 2.43090 -7.72499 2.01007 0.001 0.042 -0.003 0.329
H 2.05476 -9.28676 2.77840 0.065 -0.059 -0.177 0.351
H 3.81080 -10.39789 -2.19984 0.069 0.085 0.017 0.401
H 2.57572 -10.87908 -3.36774 0.002 0.155 0.032 0.355
H 2.35241 -11.26858 -1.68758 -0.012 0.168 0.129 0.234
H 3.56558 -7.99389 -3.02536 0.054 0.133 -0.068 0.325
H 1.90796 -7.38173 -3.21678 0.220 -0.109 0.106 -0.142
H 2.45733 -8.72065 -4.20867 -0.067 -0.235 0.209 0.451
H -1.33772 -8.74459 0.07813 -0.246 -0.042 -0.022 0.323
H -1.80318 -9.92704 -1.17168 0.131 0.023 0.096 0.362
H -1.04021 -8.41202 -1.63623 0.108 0.069 0.011 0.220
H -0.07416 -10.73282 1.11483 0.017 -0.192 0.058 0.322
H 1.13167 -11.56203 0.10358 -0.057 0.418 0.045 0.300
H -0.55696 -11.68418 -0.29588 -0.200 0.420 -0.253 0.357
O 0.55715 3.10991 7.94842 -1.643 -2.446 2.476 -0.849
P 1.62812 1.99422 8.02255 2.708 4.430 -5.312 0.754
N 2.88562 3.12027 8.31695 1.477 1.034 0.752 0.226
C 3.11445 4.25470 7.42859 -0.241 0.146 -0.273 -1.291
C 2.85949 3.62176 9.69851 0.093 -0.505 -0.069 -1.199
N 1.50969 1.54180 6.38932 -1.579 -0.627 -1.147 0.252
C 2.48584 1.81608 5.35196 0.523 -0.761 0.173 -1.004
C 0.17018 1.55338 5.80026 -0.249 0.265 0.288 -0.824
N 2.85936 0.71157 8.10777 -0.436 -1.468 2.429 0.057
C 2.41599 -0.35108 9.01310 -0.042 -0.624 -0.292 -1.043
C 4.29872 0.90178 8.26324 0.335 0.564 0.329 -0.967
H 3.96717 4.85269 7.77273 -0.122 -0.199 0.256 0.477
H 2.24618 4.91776 7.35937 -0.005 0.065 -0.013 0.397
H 3.38930 3.93166 6.42846 -0.159 -0.119 -0.063 0.267
H 2.76360 2.78841 10.40290 -0.083 -0.054 0.019 0.351
H 2.01950 4.30305 9.86671 -0.044 0.016 0.013 0.282
H 3.79077 4.13982 9.94979 -0.034 -0.045 -0.187 0.359
H 2.35175 2.81414 4.92257 -0.084 0.090 0.010 0.317
H 2.39115 1.09118 4.53418 -0.125 0.051 0.093 0.378
H 3.51435 1.72375 5.70157 -0.084 0.085 0.171 0.243
H -0.12388 2.56417 5.49664 -0.146 0.036 -0.032 0.152
H -0.57022 1.17740 6.51485 0.147 0.236 -0.126 0.289
H 0.11248 0.89943 4.92268 0.313 0.041 0.097 0.351
H 2.47303 -0.02510 10.05616 0.061 -0.221 0.105 0.340
H 3.01307 -1.26122 8.89116 0.015 0.164 0.008 0.368
H 1.37685 -0.62282 8.79949 -0.054 0.116 -0.020 0.322
H 4.56236 1.25386 9.26663 0.195 0.015 -0.048 0.326
H 4.71193 1.59662 7.52755 -0.347 0.042 0.244 0.286
H 4.82719 -0.04388 8.09445 -0.461 -0.231 0.104 0.375


Record 2
17
Properties=species:S:1:pos:R:3:forces:R:3:nbo_charge:R:1 method="wB97M-V/def2-TZVPD" molar_mass_g_mol=102.13 relative_energy_kcal_mol=100.7 smiles="CO[C@H]1C/C1=C/O.[H][H]" energy_ev=-9438.677 gap_ev=9.90 lumo_ev=1.02 charge=0
C -1.18812 0.28062 -2.36511 -0.110 0.107 -0.265 -0.249
O -0.71529 -0.42984 -1.24398 -0.017 -0.063 0.064 -0.523
C -0.03246 0.38767 -0.34733 0.224 0.044 0.055 0.064
C -0.81640 1.23304 0.65860 -0.158 0.163 0.086 -0.448
C -0.08482 0.02527 1.06348 0.056 -0.222 0.146 -0.174
C 0.17133 -0.90826 1.96103 -0.123 0.308 0.004 0.179
O 0.85835 -2.05629 1.71325 -0.004 -0.032 -0.256 -0.671
H -0.36355 0.74613 -2.92616 -0.102 -0.075 0.092 0.165
H -1.89845 1.06654 -2.07085 0.099 -0.111 -0.028 0.169
H -1.69490 -0.44186 -3.00894 0.066 0.137 0.071 0.195
H 0.88169 0.83266 -0.75547 -0.149 -0.083 0.079 0.183
H -0.42880 2.21877 0.91368 -0.039 -0.174 -0.054 0.219
H -1.90284 1.16802 0.60922 0.163 -0.013 -0.002 0.224
H 3.37610 -0.36794 0.80199 -0.011 -0.030 0.020 -0.009
H 2.96066 -0.80492 1.23799 0.075 0.063 -0.028 0.005
H -0.13566 -0.84493 3.00064 0.022 0.041 -0.147 0.187
H 1.01316 -2.10469 0.75794 0.008 -0.059 0.164 0.484


Record 3
15
Properties=species:S:1:pos:R:3:forces:R:3:nbo_charge:R:1 method="wB97M-V/def2-TZVPD" molar_mass_g_mol=87.12 relative_energy_kcal_mol=124.7 energy_ev=-7826.912 gap_ev=7.55 lumo_ev=-1.78 charge=0
O -0.19405 -1.59079 1.52667 -0.122 0.423 1.278 -0.511
C 0.16341 -0.80445 0.64434 -0.710 -4.754 -2.616 0.275
C 0.17194 0.81159 1.48121 0.708 3.432 2.335 -0.173
C -0.77946 -0.77551 -0.62295 0.910 1.414 0.812 -0.440
C -0.04710 -0.11557 -1.79063 -0.862 -1.892 -0.259 -0.627
N 0.41967 1.73053 0.59001 -1.305 0.825 0.348 -0.524
H 1.20289 -1.00794 0.32361 0.509 1.258 0.161 0.145
H 0.94103 0.69529 2.24393 0.122 -0.424 0.242 0.173
H -1.68890 -0.25980 -0.32818 -0.266 -0.039 -0.227 0.210
H -0.96459 -1.83069 -0.78284 -0.215 -0.082 -0.064 0.228
H 0.73548 -0.79489 -2.13397 0.270 0.166 0.130 0.200
H -0.71147 -0.03140 -2.65600 0.039 0.488 0.196 0.220
H 0.35281 0.79967 -1.44468 0.400 1.136 -0.193 0.234
H -0.78664 0.87800 2.00153 -0.686 -1.319 -1.194 0.243
H 1.18498 2.29596 0.94795 1.208 -0.634 -0.949 0.346


Record 4
21
Properties=species:S:1:pos:R:3:forces:R:3:nbo_charge:R:1 method="wB97M-V/def2-TZVPD" molar_mass_g_mol=174.22 relative_energy_kcal_mol=113.6 smiles="O=C(O)CCSC1=NCCN1" energy_ev=-24290.882 gap_ev=8.44 lumo_ev=0.26 charge=0
C -2.55316 0.42412 -0.33888 1.697 1.614 0.522 0.811
C -2.70667 -0.97109 0.30948 -1.089 -0.063 1.122 -0.556
C -1.22819 -1.20860 0.80189 1.121 -2.343 2.462 -0.577
C 1.20133 -0.63010 -0.41451 0.550 -0.615 -1.903 0.208
C 3.30714 0.15253 -0.52768 -0.351 -3.373 -0.542 -0.273
C 2.38640 1.06290 0.15247 1.107 4.345 2.584 -0.244
H -3.45847 1.84744 -1.15543 0.384 -3.676 -1.451 0.509
H -3.14647 -1.72937 -0.34397 0.923 0.150 -0.781 0.255
H -3.67162 -1.06775 1.04946 2.776 1.083 -0.842 0.266
H -0.81571 -0.22441 1.19259 -0.992 -2.102 0.126 0.277
H -0.88302 -2.23158 1.54926 -1.952 3.394 -1.762 0.249
H 4.16385 0.51504 -1.15809 -1.514 0.079 0.141 0.221
H 3.77565 -0.51640 0.17497 0.608 -0.083 0.629 0.185
H 2.24898 1.89075 -0.56249 -0.936 -0.168 0.142 0.186
H 2.94869 1.64458 1.02915 -1.422 -1.476 -1.297 0.196
H 0.29128 1.15533 0.77778 2.279 -3.383 -1.638 0.466
N 2.29373 -0.87162 -1.15297 -1.833 2.133 2.485 -0.468
N 1.09026 0.35117 0.56223 2.687 3.842 -0.100 -0.687
O -3.38640 0.78069 -1.37019 0.152 3.362 2.729 -0.667
O -1.65437 1.21404 0.05890 -3.379 -1.571 -1.314 -0.648
S -0.20324 -1.58766 -0.63397 -0.817 -1.149 -1.315 0.291


What is the charge in the first record?
0